90
Properties=species:S:1:pos:R:3:forces:R:3 method="wB97M-V/def2-TZVPD" total_charge=+1 e_lumo_ev=-7.749 e_homo_ev=-10.581 energy_ev=-78986.87344
Al 1.028942 0.938251 0.335144 1.1497 -0.4145 0.0943
F 1.393644 2.195614 2.718334 -0.3617 -1.3919 -2.8545
F 2.755132 0.129976 -1.523176 -2.0930 0.9823 2.4247
O 1.101869 2.973671 -1.550275 -0.5730 -0.6236 2.2048
P 1.300345 3.823741 -2.749639 2.1022 1.0697 -2.5559
N 1.444309 2.869796 -4.109019 -0.1812 1.4007 -0.2140
C 2.551601 1.928111 -4.312336 -0.6877 -0.7086 1.1813
C 0.287290 2.683346 -4.975248 0.3251 -0.1940 0.0353
N 2.742683 4.722879 -2.742725 -0.0515 -1.3382 0.8711
C 3.171549 5.275791 -1.474509 -0.1465 0.7608 0.7104
C 3.272361 5.422280 -3.926038 -0.5960 -1.4907 0.7248
N 0.176658 5.010619 -3.052158 -1.3685 -1.2387 0.4230
C 0.120288 5.846035 -4.246529 -0.1447 -0.2096 0.3928
C -0.595110 5.535994 -1.903382 1.2776 -0.8234 0.4763
H 2.898511 1.848226 -5.340907 -0.1139 0.4041 -0.0813
H 2.176109 0.953229 -3.986631 0.1276 -0.2308 -0.3251
H 3.373194 2.094833 -3.618489 0.0515 0.4680 -0.1750
H -0.410832 3.500471 -4.822560 -0.1329 -0.1805 -0.0787
H -0.211192 1.731551 -4.767881 -0.0548 -0.0132 -0.0727
H 0.621946 2.688596 -6.014867 -0.1070 -0.0375 -0.0434
H 2.545229 4.945976 -0.644259 -0.0919 -0.1593 -0.1435
H 4.197811 5.076925 -1.150858 0.1122 -0.3936 -0.5225
H 3.098756 6.370933 -1.482348 -0.1185 0.0314 -0.0905
H 2.744831 6.363652 -4.074134 0.4702 0.2664 -0.0909
H 4.343458 5.487154 -3.747408 0.0248 0.5285 -0.3440
H 3.092497 4.746582 -4.761599 0.1496 0.3110 -0.2838
H 0.698003 5.455858 -5.080938 0.0834 -0.1215 0.1410
H -0.933730 5.850550 -4.530627 0.0753 0.4483 -0.3093
H 0.479757 6.847870 -4.001597 -0.1621 0.1156 -0.2188
H -1.031983 4.720836 -1.326095 -0.1663 -0.0499 -0.1821
H -1.375846 6.243581 -2.163027 0.1721 0.0448 -0.3369
H 0.165673 5.968433 -1.247047 -0.5426 0.6311 0.2795
O -0.818835 -0.037498 2.186419 0.5701 0.7897 -2.1285
P -1.350954 -0.388804 3.526748 -0.5414 -0.5906 1.3777
N -2.496588 -1.588066 3.426043 -0.1017 -0.1825 -0.1676
C -3.091077 -1.919654 2.121935 0.6114 -0.1868 0.4533
C -3.022145 -2.394086 4.543443 1.6788 0.5948 -0.0558
N -2.117577 0.885161 4.261695 0.3953 0.2864 -0.1805
C -2.744891 0.760698 5.567707 0.2504 -0.2185 0.4676
C -1.915029 2.248196 3.759630 0.6984 -0.0821 -0.2018
N -0.147865 -0.960246 4.526387 -0.1518 0.3211 0.9982
C 0.605915 0.019258 5.334655 -0.6683 0.9157 -0.6535
C 0.601724 -2.140441 4.094045 -1.4000 -0.3489 -0.1377
H -3.694851 -1.111236 1.708107 0.1461 0.0518 -0.1212
H -3.730711 -2.790328 2.260990 -0.0381 0.0213 -0.0325
H -2.265004 -2.219992 1.478851 -0.3519 0.2365 -0.5152
H -4.107543 -2.407277 4.515746 0.0116 -0.2612 0.0870
H -2.653889 -1.979210 5.479722 -0.3450 0.1123 0.0638
H -2.520433 -3.364764 4.503455 -0.7169 -0.4097 -0.0797
H -2.322452 -0.071724 6.132295 -0.0839 -0.1444 -0.1546
H -2.500332 1.624833 6.187895 -0.1131 0.1750 -0.1880
H -3.829810 0.643411 5.535714 -0.0067 0.0316 -0.1478
H -2.329836 2.400874 2.762498 -0.0524 -0.1663 0.0025
H -2.376190 2.981894 4.416176 -0.0306 -0.1774 0.1542
H -0.836619 2.429128 3.713482 -0.0796 0.3908 -0.1226
H 0.964750 0.826376 4.687827 0.7140 -0.2438 0.0500
H -0.044208 0.566755 6.021230 -0.1286 -0.4709 0.2369
H 1.392496 -0.475365 5.894158 0.0623 0.0365 -0.0990
H 1.337787 -2.481010 4.817873 0.2157 0.5133 0.0016
H 1.002775 -2.010561 3.086065 0.3361 -0.1089 0.0936
H -0.137757 -2.947155 4.081602 0.2034 -0.2012 -0.3794
O 0.110809 -1.647273 -0.348347 0.2361 1.8378 0.1339
P 0.025681 -3.097091 -0.635379 -0.2726 -2.9044 -0.9171
N 1.028902 -3.640568 -1.854838 0.6506 0.8012 1.0991
C 1.298020 -5.048720 -2.160832 -0.8667 0.7065 0.3053
C 1.516999 -2.708207 -2.850293 -0.1307 0.8425 -0.2252
N -1.509129 -3.561491 -1.129430 -0.2607 0.8648 1.1184
C -1.881077 -4.938859 -1.416597 0.0406 0.2106 0.7596
C -2.521498 -2.535748 -1.428286 0.8843 -0.0641 0.3291
N 0.370187 -4.143518 0.613291 0.1679 0.1279 -0.7769
C 1.759695 -4.387718 1.040900 -1.0180 -0.7240 0.2223
C -0.630437 -4.628009 1.554645 0.3935 0.2643 0.6208
H 0.710305 -5.253405 -3.058113 0.5176 -0.5773 -0.2250
H 0.931307 -5.690897 -1.363454 0.0378 0.0285 0.0179
H 2.371623 -5.206291 -2.258057 -0.0359 -0.0708 -0.3676
H 1.655138 -1.705551 -2.440470 0.2843 -0.2141 0.3181
H 0.823143 -2.523091 -3.681623 -0.0327 -0.5705 -0.1452
H 2.471783 -3.058713 -3.241707 -0.0113 0.0564 -0.0536
H -2.843470 -5.148788 -0.940887 -0.2073 0.0900 -0.3271
H -1.929268 -5.148771 -2.485704 0.0749 -0.1514 0.0189
H -1.208293 -5.605930 -0.881065 0.2556 -0.1246 -0.5197
H -2.180714 -2.012533 -2.323217 -0.7333 0.1460 -0.1974
H -3.498608 -3.006363 -1.507684 0.0363 0.0142 -0.3985
H -2.588836 -1.818816 -0.610190 0.0730 0.0880 -0.0902
H 1.813180 -5.457188 1.263342 0.2298 -0.0173 0.0020
H 2.482072 -4.195472 0.253690 -0.0123 0.4823 0.1465
H 1.914742 -3.871455 1.989298 0.5805 0.2451 -0.2103
H -0.111145 -5.259389 2.277503 -0.0154 -0.0788 -0.0492
H -1.413895 -5.244487 1.118727 -0.0728 0.2586 -0.1556
H -1.041817 -3.806188 2.145209 -0.3042 -0.0944 -0.0909